Density functional theory data (ωB97M-V/def2-TZVPD) for one molecule with the formula C3H7NO at a distorted geometry.

```
12
C3H7NO (ωB97M-V/def2-TZVPD)
C -0.62804 0.40096 0.48110
C 0.50548 -0.27024 -0.30766
C 1.86458 0.23568 -0.00794
O 2.36559 1.03960 -0.79267
N -1.86343 -0.48479 0.31215
H -0.59235 1.36843 0.04967
H -0.44970 0.50105 1.51198
H 0.15072 -0.16800 -1.36838
H 0.45083 -1.31339 -0.05813
H 2.61816 -0.37714 0.60739
H -1.70982 -1.10695 -0.46262
H -2.71204 0.17480 0.03511
```

Its orbital gap is 10.4965 eV. As for the structure (SMILES): NCCC=O. The value obtained for the LUMO energy is 0.66 eV.

Density functional theory data (ωB97M-V/def2-TZVPD) for C15H33CsN3O2Ta as an isolated structure at a distorted geometry.

```
55
C15H33CsN3O2Ta (ωB97M-V/def2-TZVPD)
N -1.97667 -0.74336 0.27380
C -3.07801 -1.17775 0.58910
O -4.12350 -1.29366 1.16143
Cs -3.34170 2.34358 2.17305
Ta -0.09170 -0.26019 0.29438
N 0.08272 1.48004 -0.63094
N 0.71167 -1.66882 -0.78927
C -0.54281 2.30521 -1.68919
C 0.05250 -2.64211 -1.68802
C -0.21636 3.79858 -1.51545
C 0.04498 1.86727 -3.03554
C -2.05166 2.13293 -1.66881
C -0.61873 -3.67636 -0.80302
C 1.07881 -3.30281 -2.58478
C -0.97909 -1.92752 -2.53864
H -0.51476 4.18304 -0.53108
H -0.77167 4.35767 -2.28577
H 0.85031 4.01117 -1.66754
H 1.13720 1.99171 -3.04475
H -0.38618 2.49175 -3.83536
H -0.17484 0.81300 -3.25151
H -2.38275 1.08766 -1.68992
H -2.46524 2.63448 -2.55754
H -2.50872 2.61727 -0.78867
H 0.10899 -4.13762 -0.12652
H -1.06903 -4.46112 -1.42429
H -1.40618 -3.22174 -0.19693
H 1.77737 -3.92662 -2.02236
H 1.63687 -2.55157 -3.14753
H 0.56928 -3.95274 -3.30498
H -1.48896 -2.66552 -3.17515
H -0.49275 -1.19014 -3.18819
H -1.74275 -1.43316 -1.93190
C 1.51288 1.83113 -0.34448
H 1.99712 1.09987 0.33247
H 2.12771 1.86371 -1.25968
H 1.55857 2.80577 0.16605
C 2.07257 -1.97196 -0.29431
H 2.34156 -1.27084 0.51242
H 2.15067 -2.98358 0.12878
H 2.82356 -1.86024 -1.09183
C 1.78265 -0.29220 3.95645
C 0.46639 0.33952 3.48549
C -0.66534 0.04435 4.46993
C 0.60999 1.79990 3.07396
O 0.09848 -0.36144 2.14910
H 2.17642 0.27090 4.82049
H 2.55806 -0.29543 3.17593
H 1.63283 -1.33548 4.27192
H -0.53976 0.63787 5.39341
H -1.67409 0.24367 4.06869
H -0.64811 -1.01654 4.76108
H 1.52625 1.93048 2.48309
H -0.23429 2.14211 2.44518
H 0.69925 2.49587 3.91777
```

Its total charge is +2. Its orbital gap is 7.6867 eV. The value obtained for the LUMO energy is -6.96 eV.

Density functional theory data (ωB97M-V/def2-TZVPD) for a 3-piece molecular cluster, C14H29N2O8S2 overall at a distorted geometry.

```
55
C14H29N2O8S2 (ωB97M-V/def2-TZVPD)
O -4.47369 0.65411 0.24246
C -4.68672 -0.16032 -0.61095
O -4.69483 -1.51467 -0.36603
C -3.54788 -2.10687 -1.02221
C -2.95987 -3.15477 -0.03790
C -1.54270 -2.64524 0.40134
C -0.57731 -2.91238 -0.78307
N 0.42683 -1.84836 -0.99675
C 0.62280 -0.65022 -0.32744
C 1.68881 -0.04575 -0.86826
N 2.14292 -0.86530 -1.87578
C 1.35443 -1.92618 -1.92424
H -4.87983 0.17781 -1.65036
H -2.81901 -1.32181 -1.27207
H -3.86532 -2.57616 -1.96471
H -3.62337 -3.24785 0.82240
H -2.77837 -4.10910 -0.54548
H -1.25878 -3.27052 1.25441
H -1.59831 -1.59473 0.69475
H -0.00295 -3.80906 -0.51348
H -1.11661 -3.17247 -1.69889
H -0.01209 -0.32164 0.48031
H 2.08614 0.91347 -0.56912
H 2.94441 -0.67174 -2.46467
H 1.53485 -2.69708 -2.66307
O -3.59155 4.09344 4.62917
S -4.95046 3.99218 5.07050
O -5.33153 3.04935 6.07451
O -5.88982 3.79741 3.79506
C -5.56966 2.73394 2.88194
C -6.02196 1.38334 3.40068
C -5.53409 5.58873 5.53179
H -4.50165 2.73498 2.65784
H -6.09390 2.95875 1.95425
H -5.44475 1.08627 4.27654
H -5.89228 0.61902 2.63409
H -7.07002 1.41407 3.69984
H -5.29481 6.29293 4.73938
H -5.02741 5.87003 6.45253
H -6.60740 5.53592 5.69577
O 5.82421 -0.18407 -4.01631
S 6.49224 -0.80305 -2.90849
O 6.40867 -0.24933 -1.59168
O 8.01117 -1.04138 -3.28328
C 8.78739 0.08311 -3.75701
C 9.22978 0.98470 -2.62222
C 6.02335 -2.50349 -2.83778
H 8.22806 0.63863 -4.51124
H 9.66069 -0.33979 -4.24974
H 8.37979 1.49693 -2.17110
H 9.92530 1.73979 -2.98797
H 9.71418 0.40545 -1.83597
H 6.13845 -2.94104 -3.82612
H 4.98177 -2.54864 -2.52483
H 6.65270 -3.01137 -2.11132
```

Its total charge is +1. Its orbital gap is 9.0058 eV. The value obtained for the LUMO energy is -3.06 eV.

Density functional theory data (ωB97M-V/def2-TZVPD) for one molecule with the formula C18H13NO5 at a distorted geometry.

```
37
C18H13NO5 (ωB97M-V/def2-TZVPD)
O -2.27582 -8.11987 2.20511
O -2.72019 -2.96788 0.78913
O -1.27174 -0.84173 2.95479
O -0.37648 3.52690 -1.72903
O -0.10704 -5.53924 1.50261
C -1.69572 -7.19039 1.71142
C -1.64358 -3.47598 1.09411
C -1.10359 -1.03654 1.74581
C -2.30813 -5.95319 1.37347
C -1.31779 -4.93727 1.33142
C 3.45998 5.17789 -2.22486
C 2.30573 5.47643 -2.99935
C 3.34143 4.21650 -1.24552
C 1.10676 4.78542 -2.83796
C 2.05335 3.61262 -0.96071
C -0.77923 2.58682 0.42659
C -0.50974 1.14082 -1.46907
C -0.93324 1.53445 1.27720
C -0.67389 0.03669 -0.55776
C 0.95790 3.96340 -1.76548
C -0.57088 2.42793 -0.98570
C -1.00442 0.15111 0.82046
N -0.33892 -6.91428 1.83281
C -0.62023 -2.47987 1.48802
H -3.39921 -5.71112 1.31490
H 4.39935 5.66638 -2.25031
H 2.47006 6.27880 -3.71853
H 4.22149 4.11360 -0.64938
H 0.19719 4.97593 -3.42292
H 1.94750 2.93835 -0.08516
H -0.73240 3.62350 0.62215
H -0.38722 0.86013 -2.49858
H -1.07990 1.72236 2.26746
H -0.73501 -0.93602 -1.13874
H 0.10378 -7.35404 2.56747
H -0.20020 -2.85223 2.41357
H 0.22008 -2.50639 0.80055
```

Its orbital gap is 8.2121 eV. As for the structure (SMILES): O=C(CC(=O)c1cc(=O)[nH]o1)c1ccc(Oc2ccccc2)cc1. The value obtained for the LUMO energy is -1.00 eV.

Density functional theory data (ωB97M-V/def2-TZVPD) for a 2-piece molecular cluster, CH3NOS overall at a distorted geometry.

```
7
CH3NOS (ωB97M-V/def2-TZVPD)
C -1.26684 0.20655 0.05591
N 1.21174 -0.75790 -0.18384
O -2.29849 0.69990 -0.22563
S -0.41530 -1.21931 0.00717
H 0.10221 1.25776 0.74067
H 1.12993 -0.02979 -1.01965
H 1.53674 -0.15721 0.62537
```

Its orbital gap (spin up / spin down) is 9.1837 / 9.1825 eV. The value obtained for the LUMO energy (spin up / spin down) is -0.02 / -0.02 eV.

Density functional theory data (ωB97M-V/def2-TZVPD) for C2H3FOY as an isolated structure at a distorted geometry.

```
8
C2H3FOY (ωB97M-V/def2-TZVPD)
H -1.26497 -0.09251 -0.50418
C 0.50470 0.47876 -0.78388
C 0.12244 0.53331 0.54869
O -0.95385 -0.29609 0.64684
H 1.30631 1.15490 -1.08956
F 0.80837 -0.78349 -1.19253
H 0.11131 1.45149 1.13561
Y -0.63431 -2.44638 1.23901
```

Its total charge is +3. Its orbital gap (spin up / spin down) is 5.8773 / 5.8769 eV. The value obtained for the LUMO energy (spin up / spin down) is -17.64 / -17.64 eV.

Density functional theory data (ωB97M-V/def2-TZVPD) for a 2-piece molecular cluster, C5H10NS4 overall at a distorted geometry.

```
20
C5H10NS4 (ωB97M-V/def2-TZVPD)
C 0.98672 0.97505 -0.70739
C 0.03795 0.32042 2.19404
C -0.28343 0.51358 -1.02635
C -0.84597 -0.82241 -1.09476
C -0.13578 -2.01025 -1.58543
N 0.92217 0.87922 3.06802
S -2.45967 -1.18102 -0.87401
S 2.27050 -0.02283 -0.21506
S -1.42481 0.76683 1.86982
S -1.36105 1.80015 -1.27894
H 1.19209 2.02908 -0.88448
H 0.55909 -0.65992 1.85389
H -0.17928 -2.90595 -0.89656
H 0.84399 -1.91867 -1.96413
H -0.84738 -2.37476 -2.45074
H 1.91054 0.59163 3.07539
H 0.74988 1.80718 3.60207
H 3.33487 0.96040 -0.11829
H -3.01009 0.00769 -0.59949
H -2.26034 1.24461 -1.96761
```

Its total charge is +1. Its orbital gap (spin up / spin down) is 5.9370 / 5.9376 eV. The value obtained for the LUMO energy (spin up / spin down) is -5.90 / -5.90 eV.

Density functional theory data (ωB97M-V/def2-TZVPD) for C42H51BBr2Cl2CrN7O2S3 as an isolated structure.

```
111
C42H51BBr2Cl2CrN7O2S3 (ωB97M-V/def2-TZVPD)
Cr -1.01083 1.78782 1.74438
C 0.44055 5.86072 -1.39481
C 1.06573 4.51034 -1.29208
C 2.23768 4.19854 -1.91530
C 2.85138 2.91541 -1.79420
N 2.20712 2.00853 -1.11708
N 1.04472 2.31045 -0.51651
B 1.06930 0.86737 -0.17487
N 0.53068 -0.11700 -1.18209
N 1.39190 -0.79320 -1.96898
C 0.87895 -1.63598 -2.82316
C -0.52854 -1.84741 -2.89808
C -1.39635 -1.15042 -2.11778
C -2.87866 -1.31020 -2.16875
C -0.80181 -0.22250 -1.21386
S -1.79116 0.82193 -0.28792
C 1.80498 -2.40028 -3.75440
C 1.60751 -3.90644 -3.51525
C 3.26610 -2.03561 -3.51429
C 1.43146 -2.05343 -5.20439
N 1.70933 0.30913 1.04684
N 2.15508 -0.94537 0.79027
C 2.92239 -1.52838 1.65992
C 3.30009 -0.85860 2.85942
C 2.82323 0.38117 3.15003
C 3.14952 1.10628 4.41501
C 1.92988 0.97109 2.20870
S 1.15064 2.45420 2.51516
C 3.44681 -2.90872 1.29466
C 2.41012 -3.65295 0.45090
C 4.72848 -2.68607 0.47259
C 3.77124 -3.73213 2.54514
C 0.43232 3.49980 -0.48109
S -0.93364 3.84524 0.46608
C 4.17535 2.55922 -2.43061
C 3.94928 2.46993 -3.94854
C 5.20216 3.65384 -2.11551
C 4.67899 1.21941 -1.89113
H 1.00679 6.49746 -2.06970
H 0.39674 6.33304 -0.41159
H -0.58684 5.78002 -1.75413
H 2.73295 4.95202 -2.51355
H -0.91442 -2.57581 -3.59860
H -3.15100 -2.10242 -2.86277
H -3.35380 -0.38067 -2.49026
H -3.27185 -1.55166 -1.17896
H 1.81382 -4.17511 -2.47774
H 2.29609 -4.46324 -4.15139
H 0.59716 -4.23617 -3.76183
H 3.58293 -2.29041 -2.50041
H 3.43903 -0.97303 -3.67308
H 3.88964 -2.58744 -4.21794
H 0.39625 -2.30532 -5.43951
H 2.06853 -2.61847 -5.88508
H 1.58044 -0.99010 -5.40509
H 3.95324 -1.35288 3.56436
H 3.85742 0.53638 5.01191
H 2.24135 1.27559 4.99773
H 3.57706 2.08681 4.19734
H 2.15344 -3.08697 -0.44400
H 1.49624 -3.83055 1.02187
H 2.81675 -4.61917 0.15091
H 4.52216 -2.07545 -0.40996
H 5.12926 -3.64666 0.14684
H 5.49800 -2.18659 1.06587
H 2.90792 -3.81778 3.20908
H 4.61109 -3.32523 3.10915
H 4.05635 -4.73884 2.24043
H 3.59946 3.41700 -4.36381
H 3.21851 1.69501 -4.19212
H 4.89035 2.21918 -4.43865
H 4.91932 4.62463 -2.52474
H 6.15781 3.38021 -2.56288
H 5.35215 3.76047 -1.03941
H 3.95880 0.42153 -2.05979
H 4.87322 1.28121 -0.81717
H 5.61355 0.95922 -2.38816
Br -1.91021 4.06983 4.03664
C -1.73517 3.32208 5.80561
Br -0.93067 1.57527 5.82983
H -2.72758 3.23772 6.22650
H -1.10475 3.98642 6.38007
Cl -7.83227 -1.48191 3.03685
C -7.87812 -0.10111 1.99671
C -9.10293 0.35907 1.54583
C -9.16311 1.49294 0.75139
C -8.00250 2.16231 0.40421
C -6.78438 1.67594 0.84360
Cl -5.32367 2.51186 0.38569
C -6.68541 0.53896 1.64480
N -5.44317 0.09296 2.12551
C -4.89350 -1.12574 1.67562
C -5.46474 -1.85940 0.63362
C -4.90981 -3.05952 0.22903
C -3.75753 -3.54271 0.83580
C -3.18047 -2.81706 1.86338
C -3.74676 -1.62677 2.30879
C -3.11201 -0.89769 3.48434
C -2.25505 0.17905 2.92184
O -1.00346 0.03700 2.73124
O -2.75216 1.27305 2.48628
H -10.00400 -0.16252 1.83673
H -10.11980 1.86116 0.40846
H -8.03203 3.05069 -0.21078
H -4.75478 0.83216 2.14886
H -6.35885 -1.48639 0.15274
H -5.38284 -3.62275 -0.56606
H -3.32977 -4.48874 0.53062
H -2.29887 -3.20105 2.36323
H -2.48556 -1.58225 4.04941
H -3.88196 -0.45837 4.12200
```

Its total charge is +2. Its orbital gap (spin up / spin down) is 5.1645 / 5.6054 eV. The value obtained for the LUMO energy (spin up / spin down) is -6.75 / -6.31 eV. Its spin multiplicity is 4.